Record 1
Here is C27H33ClNO6PdTe as an isolated structure from the Open Molecules 2025 dataset. Energies are from ωB97M-V/def2-TZVPD.

Results
ΔE to the lowest compared entry with this formula, charge and spin in kcal/mol: 0.0
Kohn-Sham gap (spin up / spin down) in eV: 7.83 / 7.87
2S+1: 2

Last column: Mulliken charge in e.
Geometry (Å):
Pd  0.263  1.464  2.063  0.65
O  -2.173  3.967  4.274  -0.68
Cl  -1.528  3.337  3.178  1.78
O  -1.967  3.862  1.915  -0.62
O  -1.778  1.880  3.203  -0.67
O  -0.073  3.493  3.280  -0.67
C  -4.224  -3.408  -4.068  -1.62
C  -3.545  -2.462  -3.119  0.56
C  -3.428  -1.108  -3.413  -0.85
C  -2.767  -0.229  -2.567  0.78
C  -2.788  1.240  -2.924  -1.48
C  -2.166  -0.734  -1.398  -0.20
Te  -1.169  0.739  -0.202  0.61
N  0.113  -0.399  0.799  -0.54
C  1.425  -0.228  0.473  1.35
O  2.019  0.828  0.749  -0.81
C  2.142  -1.344  -0.191  -0.13
C  1.639  -2.638  -0.133  0.19
C  2.292  -3.664  -0.798  -0.82
C  3.438  -3.394  -1.533  -0.42
C  3.944  -2.100  -1.586  -0.69
C  3.304  -1.077  -0.908  -0.48
C  0.172  1.322  -1.713  0.24
C  0.665  0.355  -2.582  -0.19
C  1.592  0.711  -3.547  -0.89
C  2.015  2.030  -3.629  -0.72
C  1.527  2.979  -2.746  -0.74
C  0.600  2.650  -1.759  1.04
C  0.142  3.695  -0.781  -1.78
C  -2.363  -2.064  -1.026  1.33
C  -1.984  -2.672  0.305  -1.49
C  -3.033  -2.905  -1.913  -0.61
H  -4.894  -2.877  -4.744  0.37
H  -4.802  -4.159  -3.530  0.38
H  -3.486  -3.934  -4.676  0.30
H  -3.879  -0.721  -4.320  0.32
H  -3.395  1.393  -3.814  0.47
H  -1.799  1.647  -3.132  0.25
H  -3.239  1.837  -2.125  0.31
H  0.744  -2.828  0.445  0.42
H  1.908  -4.674  -0.743  0.43
H  3.941  -4.192  -2.063  0.40
H  4.841  -1.892  -2.155  0.42
H  3.683  -0.063  -0.934  0.46
H  0.322  -0.670  -2.508  0.57
H  1.983  -0.038  -4.223  0.47
H  2.734  2.321  -4.384  0.40
H  1.868  4.005  -2.818  0.44
H  0.276  4.694  -1.193  0.52
H  0.728  3.631  0.142  0.20
H  -0.908  3.594  -0.496  0.35
H  -1.513  -1.975  0.987  -0.36
H  -1.304  -3.512  0.153  0.40
H  -2.887  -3.073  0.768  0.56
H  -3.169  -3.942  -1.623  0.41
C  -0.287  -1.033  4.383  -0.99
C  0.468  0.008  5.175  -0.38
O  1.345  0.698  4.302  -0.14
C  2.095  1.707  4.962  -0.40
C  3.039  2.335  3.966  -1.00
H  -0.916  -1.626  5.048  0.48
H  0.407  -1.700  3.870  0.24
H  -0.928  -0.556  3.639  0.06
H  1.056  -0.460  5.976  0.35
H  -0.226  0.720  5.638  0.31
H  2.650  1.252  5.793  0.40
H  1.413  2.458  5.377  0.31
H  3.711  1.587  3.545  0.29
H  3.635  3.108  4.452  0.43
H  2.481  2.803  3.153  0.11

---

Record 2
Here is C27H33FN5O4SSc as an isolated structure from the Open Molecules 2025 dataset. Energies are from ωB97M-V/def2-TZVPD.

Results
ΔE to the lowest compared entry with this formula, charge and spin in kcal/mol: 3.6
Kohn-Sham gap in eV: 4.94
Net charge: -2

Last column: Mulliken charge in e.
Geometry (Å):
Sc  -0.161  -1.111  -0.236  -0.03
C  -3.029  1.846  5.745  -1.48
C  -2.538  0.702  4.896  0.95
C  -2.516  0.801  3.507  -0.82
C  -2.068  -0.247  2.717  -0.24
C  -1.628  -1.415  3.336  -0.19
C  -1.658  -1.541  4.714  -0.35
C  -2.111  -0.481  5.488  -0.58
S  -1.033  -2.728  2.280  1.42
O  -1.958  -2.767  1.158  -0.68
O  -0.962  -3.903  3.130  -0.83
N  0.314  -2.258  1.656  0.00
C  1.392  -1.768  2.492  -0.55
C  1.864  -0.396  1.981  0.45
O  2.705  0.224  2.631  -0.82
O  1.318  -0.013  0.887  -0.07
H  -3.243  2.721  5.132  0.33
H  -2.284  2.130  6.492  0.33
H  -3.944  1.579  6.280  0.31
H  -2.861  1.712  3.029  0.29
H  -2.090  -0.180  1.627  0.27
H  -1.329  -2.471  5.161  0.45
H  -2.130  -0.573  6.570  0.35
H  2.257  -2.441  2.463  0.21
H  1.112  -1.656  3.545  0.29
C  2.153  3.509  -0.798  -1.27
N  1.070  2.625  -1.178  0.37
C  0.028  2.506  -0.169  -0.91
C  1.319  1.579  -2.034  0.25
N  0.912  0.386  -1.827  0.39
N  2.060  1.969  -3.174  0.13
C  2.582  0.902  -3.996  -1.09
C  1.505  3.062  -3.952  -1.18
H  2.576  3.198  0.164  0.31
H  1.777  4.532  -0.694  0.31
H  2.939  3.495  -1.548  0.43
H  -0.418  3.496  -0.026  0.38
H  0.431  2.138  0.775  0.26
H  -0.736  1.805  -0.505  -0.09
H  0.988  -0.200  -2.651  -0.17
H  3.091  0.173  -3.370  0.30
H  3.303  1.323  -4.699  0.35
H  1.803  0.386  -4.580  0.35
H  1.116  3.831  -3.290  0.38
H  0.685  2.724  -4.602  0.34
H  2.287  3.496  -4.582  0.34
N  -1.791  -0.220  -0.705  -0.26
C  -2.796  0.425  -1.256  0.08
C  -3.431  1.563  -0.638  0.16
C  -4.469  2.255  -1.230  -0.61
C  -4.976  1.893  -2.479  -0.42
C  -4.391  0.789  -3.112  -0.41
C  -3.356  0.083  -2.539  -0.60
H  -3.064  1.870  0.337  0.09
H  -4.901  3.105  -0.705  0.30
H  -5.792  2.439  -2.938  0.34
H  -4.765  0.475  -4.084  0.30
H  -2.923  -0.773  -3.047  0.32
F  6.075  -3.933  -0.525  -0.39
C  4.762  -3.655  -0.819  0.49
C  3.765  -4.141  0.004  -0.74
C  2.442  -3.865  -0.297  -0.24
C  2.071  -3.100  -1.424  1.21
C  0.679  -2.769  -1.711  -2.36
C  3.132  -2.635  -2.222  -0.20
C  4.464  -2.901  -1.931  -0.67
H  4.028  -4.720  0.881  0.42
H  1.661  -4.216  0.366  0.28
H  -0.006  -3.581  -1.446  0.54
H  0.528  -2.501  -2.762  0.44
H  2.896  -2.058  -3.109  0.30
H  5.264  -2.529  -2.560  0.40

---

Record 3
Here is C27H33Ge2IrNO6Se2 as an isolated structure from the Open Molecules 2025 dataset. Energies are from ωB97M-V/def2-TZVPD.

Results
Kohn-Sham gap (spin up / spin down) in eV: 6.34 / 6.06
2S+1: 6

Last column: Mulliken charge in e.
Geometry (Å):
Ir  -0.304  -0.077  -0.272  1.63
O  2.401  1.900  -2.624  -0.56
C  1.742  1.104  -1.776  0.08
O  0.452  1.168  -1.767  -0.53
C  2.458  0.226  -0.942  0.45
C  3.850  -0.014  -0.814  -0.92
C  4.278  -0.900  0.140  -0.38
C  3.372  -1.575  1.003  -0.75
C  2.034  -1.318  0.836  0.85
N  1.625  -0.474  -0.108  0.22
C  0.864  -1.909  1.623  -0.17
O  1.054  -2.788  2.436  -0.72
O  -0.317  -1.462  1.265  -0.60
H  1.734  2.422  -3.093  0.32
H  4.541  0.504  -1.464  0.50
H  5.339  -1.090  0.245  0.43
H  3.699  -2.256  1.775  0.56
O  -1.250  -4.844  -2.934  -0.39
C  -1.594  -5.498  -1.722  -1.44
C  -1.253  -4.629  -0.515  2.15
C  -1.670  -5.414  0.747  -1.47
O  -1.031  -6.677  0.878  -0.54
C  -2.030  -3.310  -0.444  -1.23
Se  -1.589  -1.929  -1.755  -0.40
C  0.252  -4.387  -0.435  -0.99
Se  0.986  -3.310  -1.874  0.14
H  -1.420  -5.428  -3.678  0.29
H  -1.024  -6.430  -1.634  0.48
H  -2.664  -5.738  -1.692  0.40
H  -2.760  -5.520  0.755  0.53
H  -1.384  -4.832  1.624  0.44
H  -1.529  -7.344  0.399  0.36
H  -1.851  -2.847  0.527  0.31
H  -3.100  -3.494  -0.552  0.75
H  0.792  -5.331  -0.415  0.59
H  0.495  -3.839  0.480  -0.02
C  -4.433  3.552  -2.126  -1.28
Ge  -2.839  2.388  -2.224  0.73
C  -1.410  3.436  -3.089  -1.24
C  -3.302  0.970  -3.507  -1.29
Ge  -2.140  1.497  -0.018  -0.90
C  -3.630  0.530  0.834  0.33
C  -4.865  0.415  0.195  0.20
C  -5.903  -0.306  0.776  -0.80
C  -5.710  -0.936  1.997  -0.42
C  -4.477  -0.850  2.632  -0.79
C  -3.442  -0.130  2.050  0.16
C  -1.666  3.062  1.082  0.37
C  -1.098  2.890  2.346  0.01
C  -0.735  3.983  3.121  -0.78
C  -0.926  5.271  2.640  -0.44
C  -1.485  5.460  1.384  -0.85
C  -1.849  4.362  0.613  0.29
H  -4.739  3.780  -3.150  0.49
H  -4.231  4.488  -1.604  0.39
H  -5.256  3.046  -1.619  0.38
H  -1.855  4.107  -3.827  0.52
H  -0.737  2.744  -3.599  0.24
H  -0.837  4.025  -2.373  0.39
H  -3.734  1.425  -4.401  0.49
H  -4.020  0.260  -3.092  0.33
H  -2.406  0.418  -3.796  0.34
H  -5.021  0.895  -0.764  0.09
H  -6.858  -0.379  0.271  0.41
H  -6.518  -1.495  2.453  0.39
H  -4.318  -1.356  3.577  0.41
H  -2.475  -0.099  2.539  0.08
H  -0.935  1.889  2.732  0.25
H  -0.297  3.829  4.100  0.40
H  -0.641  6.125  3.242  0.37
H  -1.638  6.462  1.003  0.40
H  -2.289  4.528  -0.362  -0.05

---

Which formula does entry 1 have? C27H33ClNO6PdTe

---

What did the first record say?
Here is C27H33ClNO6PdTe as an isolated structure from the Open Molecules 2025 dataset. Energies are from ωB97M-V/def2-TZVPD.

Results
ΔE to the lowest compared entry with this formula, charge and spin in kcal/mol: 0.0
Kohn-Sham gap (spin up / spin down) in eV: 7.83 / 7.87
2S+1: 2

Last column: Mulliken charge in e.
Geometry (Å):
Pd  0.263  1.464  2.063  0.65
O  -2.173  3.967  4.274  -0.68
Cl  -1.528  3.337  3.178  1.78
O  -1.967  3.862  1.915  -0.62
O  -1.778  1.880  3.203  -0.67
O  -0.073  3.493  3.280  -0.67
C  -4.224  -3.408  -4.068  -1.62
C  -3.545  -2.462  -3.119  0.56
C  -3.428  -1.108  -3.413  -0.85
C  -2.767  -0.229  -2.567  0.78
C  -2.788  1.240  -2.924  -1.48
C  -2.166  -0.734  -1.398  -0.20
Te  -1.169  0.739  -0.202  0.61
N  0.113  -0.399  0.799  -0.54
C  1.425  -0.228  0.473  1.35
O  2.019  0.828  0.749  -0.81
C  2.142  -1.344  -0.191  -0.13
C  1.639  -2.638  -0.133  0.19
C  2.292  -3.664  -0.798  -0.82
C  3.438  -3.394  -1.533  -0.42
C  3.944  -2.100  -1.586  -0.69
C  3.304  -1.077  -0.908  -0.48
C  0.172  1.322  -1.713  0.24
C  0.665  0.355  -2.582  -0.19
C  1.592  0.711  -3.547  -0.89
C  2.015  2.030  -3.629  -0.72
C  1.527  2.979  -2.746  -0.74
C  0.600  2.650  -1.759  1.04
C  0.142  3.695  -0.781  -1.78
C  -2.363  -2.064  -1.026  1.33
C  -1.984  -2.672  0.305  -1.49
C  -3.033  -2.905  -1.913  -0.61
H  -4.894  -2.877  -4.744  0.37
H  -4.802  -4.159  -3.530  0.38
H  -3.486  -3.934  -4.676  0.30
H  -3.879  -0.721  -4.320  0.32
H  -3.395  1.393  -3.814  0.47
H  -1.799  1.647  -3.132  0.25
H  -3.239  1.837  -2.125  0.31
H  0.744  -2.828  0.445  0.42
H  1.908  -4.674  -0.743  0.43
H  3.941  -4.192  -2.063  0.40
H  4.841  -1.892  -2.155  0.42
H  3.683  -0.063  -0.934  0.46
H  0.322  -0.670  -2.508  0.57
H  1.983  -0.038  -4.223  0.47
H  2.734  2.321  -4.384  0.40
H  1.868  4.005  -2.818  0.44
H  0.276  4.694  -1.193  0.52
H  0.728  3.631  0.142  0.20
H  -0.908  3.594  -0.496  0.35
H  -1.513  -1.975  0.987  -0.36
H  -1.304  -3.512  0.153  0.40
H  -2.887  -3.073  0.768  0.56
H  -3.169  -3.942  -1.623  0.41
C  -0.287  -1.033  4.383  -0.99
C  0.468  0.008  5.175  -0.38
O  1.345  0.698  4.302  -0.14
C  2.095  1.707  4.962  -0.40
C  3.039  2.335  3.966  -1.00
H  -0.916  -1.626  5.048  0.48
H  0.407  -1.700  3.870  0.24
H  -0.928  -0.556  3.639  0.06
H  1.056  -0.460  5.976  0.35
H  -0.226  0.720  5.638  0.31
H  2.650  1.252  5.793  0.40
H  1.413  2.458  5.377  0.31
H  3.711  1.587  3.545  0.29
H  3.635  3.108  4.452  0.43
H  2.481  2.803  3.153  0.11